69
Properties=species:S:1:pos:R:3:lowdin_charge:R:1 method="wB97M-V/def2-TZVPD" relative_energy_ev=0.069 lumo_ha="-0.48490 / -0.63121" spin_multiplicity=2 fmax_ev_per_a=0.4 gap_ev="8.709 / 4.724" total_charge=+4 total_energy_ev=-161937.3291
Zr 0.20 0.19 -0.05 1.7571
C -2.02 0.16 2.49 -0.0074
C -0.73 0.76 3.03 -0.5795
C -0.84 2.23 3.36 0.0101
C -0.19 -0.06 4.18 -0.0433
O 0.29 0.67 1.88 -0.5050
Ge 1.84 -0.66 2.05 1.3482
O 2.19 0.20 0.22 -0.5397
C 3.47 1.08 0.06 -0.5712
C 4.35 0.31 -0.90 0.0023
C 2.98 2.40 -0.49 -0.0172
C 4.09 1.22 1.43 -0.0500
O 0.45 -1.62 0.76 -0.5052
C 0.62 -3.12 0.54 -0.5963
C 1.70 -3.61 1.49 -0.0519
C 1.03 -3.30 -0.91 -0.0092
C -0.72 -3.74 0.87 0.0007
H -2.77 0.13 3.28 0.1279
H -2.44 0.79 1.69 0.0656
H -1.86 -0.86 2.14 0.0817
H -1.59 2.38 4.14 0.1246
H 0.11 2.62 3.73 0.1103
H -1.15 2.80 2.48 0.0840
H -0.88 0.00 5.02 0.1312
H -0.11 -1.12 3.93 0.0840
H 0.77 0.33 4.54 0.1016
H 3.87 0.16 -1.87 0.0797
H 5.27 0.87 -1.07 0.1263
H 4.63 -0.66 -0.49 0.1064
H 2.55 2.27 -1.49 0.0685
H 2.27 2.87 0.19 0.0945
H 3.83 3.08 -0.61 0.1295
H 4.45 0.27 1.83 0.0888
H 4.97 1.86 1.34 0.1325
H 3.41 1.72 2.14 0.0971
H 2.68 -3.17 1.25 0.0879
H 1.44 -3.44 2.53 0.0949
H 1.82 -4.69 1.36 0.1292
H 1.95 -2.75 -1.12 0.0967
H 1.22 -4.35 -1.11 0.1233
H 0.24 -2.98 -1.59 0.0640
H -1.01 -3.54 1.90 0.1044
H -1.50 -3.39 0.19 0.0651
H -0.66 -4.83 0.75 0.1220
O -3.22 -2.30 -5.14 0.3255
C -2.68 -1.88 -4.06 -0.1741
C -3.25 -2.06 -2.74 0.1865
C -2.55 -1.55 -1.66 -0.0501
N -1.38 -0.91 -1.79 -0.0043
C -0.85 -0.75 -3.05 -0.6430
Br 0.82 0.12 -3.02 1.0200
C -1.43 -1.19 -4.19 0.0796
H -4.07 -2.79 -5.08 0.2181
H -4.19 -2.58 -2.61 0.1707
H -2.93 -1.67 -0.65 0.1443
H -1.00 -1.05 -5.18 0.1686
C -2.76 2.95 -1.78 -0.1139
C -1.57 3.92 -1.75 -0.0948
C -0.48 3.20 -0.96 -0.0921
O -1.04 1.84 -0.62 -0.4012
C -2.52 2.05 -0.59 -0.1337
H -2.77 2.37 -2.71 0.1209
H -3.72 3.46 -1.70 0.1479
H -1.84 4.85 -1.24 0.1416
H -1.24 4.18 -2.75 0.1355
H -0.25 3.68 -0.01 0.1380
H 0.43 3.03 -1.53 0.0948
H -2.75 2.55 0.35 0.1403
H -2.99 1.08 -0.63 0.1105